No. 1
Here is a 2-piece molecular cluster, H4N3O overall at a distorted geometry from the Open Molecules 2025 dataset. Energies are from ωB97M-V/def2-TZVPD.

Output
Net charge = -1
Strongest force on any atom = 3.2 eV/Å
E_LUMO (spin up / spin down) = 5.431 / 5.435 eV
Energy above the lowest of the compared OMol25 structures with the same formula, charge and spin = 314.1 kJ/mol
E = -6578.313 eV

```
8
H4N3O ωB97M-V/def2-TZVPD
N 1.05321 -0.75849 -0.09497
N 0.95409 0.62577 -0.21784
N -1.28128 0.69423 0.12417
O -1.37172 -0.63514 0.01840
H 0.28394 -1.03534 -0.61392
H 0.75344 -1.05337 0.84334
H 1.01321 1.08042 0.72848
H -1.40489 1.08192 -0.78766
```

Population analysis type Löwdin, resulting atomic charges in e: N -0.17; N -0.17; N -0.18; O -0.44; H -0.03; H 0.05; H -0.01; H -0.04

=====

No. 2
Here is H3OSm as an isolated structure from the Open Molecules 2025 dataset. Energies are from ωB97M-V/def2-TZVPD.

Output
Net charge = +2
Multiplicity = 6
⟨S²⟩ = 9.249
Strongest force on any atom = 0.6 eV/Å
E_LUMO (spin up / spin down) = -12.683 / -10.426 eV
E = -19979.078 eV

```
5
H3OSm ωB97M-V/def2-TZVPD
Sm 0.81169 0.62019 -0.11760
O -1.26837 -0.44362 0.07991
H -2.13180 -0.04492 -0.08174
H -1.39598 -1.39736 0.18781
H 2.68074 0.06148 0.08992
```

Population analysis type Löwdin, resulting atomic charges in e: Sm 1.94; O -0.15; H 0.12; H 0.12; H -0.03

=====

No. 3
Here is a single C22H19ClN4OS2 molecule at a distorted geometry from the Open Molecules 2025 dataset. Energies are from ωB97M-V/def2-TZVPD.

Output
Strongest force on any atom = 1.3 eV/Å
E_LUMO = 0.207 eV
Energy above the lowest of the compared OMol25 structures with the same formula, charge and spin = 0.0 kJ/mol
E = -65322.617 eV
SMILES string = C=CCn1c(SCc2csc(-c3ccc(Cl)cc3)n2)nnc1-c1ccccc1OC

```
49
C22H19ClN4OS2 ωB97M-V/def2-TZVPD
C -1.52121 -0.94719 2.34820
C -1.99643 0.27568 2.48027
C -2.17666 1.27617 1.37403
N -1.86865 0.75216 0.07388
C -0.73890 0.98501 -0.65330
S 0.47068 2.13511 -0.17190
C 1.61150 1.95922 -1.59730
C 2.53077 0.80679 -1.43098
C 2.22618 -0.49544 -1.71371
S 3.56047 -1.51297 -1.37759
C 4.46335 -0.08499 -0.86601
C 5.83025 -0.16342 -0.40951
C 6.51685 -1.37692 -0.36537
C 7.82700 -1.42723 0.06545
C 8.46162 -0.25746 0.45705
Cl 10.10145 -0.31723 0.99422
C 7.79522 0.95958 0.42228
C 6.48618 1.00397 -0.00912
N 3.78186 1.00721 -0.95679
N -0.72288 0.25190 -1.73509
N -1.83736 -0.49362 -1.72890
C -2.52983 -0.20150 -0.65990
C -3.78953 -0.84513 -0.30791
C -3.85131 -2.23243 -0.32708
C -5.02596 -2.89419 -0.02203
C -6.15523 -2.16311 0.29600
C -6.12135 -0.77881 0.29365
C -4.94607 -0.10601 -0.01379
O -4.83278 1.25436 -0.07171
C -5.99736 2.03599 0.05157
H -1.41998 -1.60584 3.19253
H -1.21159 -1.34940 1.39788
H -2.29451 0.65129 3.44964
H -3.20957 1.63728 1.37305
H -1.51685 2.13401 1.54993
H 0.97778 1.84288 -2.47383
H 2.17550 2.88949 -1.62622
H 1.29966 -0.87819 -2.09237
H 6.01823 -2.28430 -0.67312
H 8.35770 -2.36571 0.09811
H 8.30258 1.86018 0.73061
H 5.94767 1.93728 -0.04576
H -2.96072 -2.78170 -0.58912
H -5.05938 -3.97234 -0.03408
H -7.07873 -2.66649 0.53993
H -7.02084 -0.23179 0.52773
H -6.74312 1.76313 -0.70039
H -6.43691 1.95056 1.05097
H -5.67880 3.06419 -0.11412
```

Population analysis type Löwdin, resulting atomic charges in e: C 0.03; C -0.13; C -0.15; N -0.01; C -0.62; S 0.98; C -0.38; C -0.46; C -0.36; S 1.07; C -0.52; C -0.23; C -0.05; C -0.10; C -0.68; Cl 0.67; C -0.10; C -0.01; N 0.10; N 0.01; N 0.09; C -0.27; C -0.09; C -0.02; C -0.08; C -0.08; C -0.02; C -0.21; O -0.10; C -0.07; H 0.06; H 0.06; H 0.10; H 0.12; H 0.10; H 0.08; H 0.08; H 0.05; H 0.09; H 0.11; H 0.11; H 0.11; H 0.12; H 0.10; H 0.11; H 0.10; H 0.10; H 0.10; H 0.10

=====

No. 4
Here is a 2-piece molecular cluster, H4INP2 overall at a distorted geometry from the Open Molecules 2025 dataset. Energies are from ωB97M-V/def2-TZVPD.

Output
Strongest force on any atom = 1.0 eV/Å
E_LUMO (spin up / spin down) = -1.167 / -1.241 eV
Energy above the lowest of the compared OMol25 structures with the same formula, charge and spin = 259.3 kJ/mol
E = -28229.198 eV

```
8
H4INP2 ωB97M-V/def2-TZVPD
N 2.14970 -0.32243 1.17203
P -0.64888 -0.78037 -0.32126
P -0.11775 1.22447 0.15262
I 3.86492 -0.04642 0.22498
H 2.14073 0.26136 2.01094
H -1.68701 -0.88261 0.61302
H -1.53913 -0.49498 -1.36340
H 0.59203 1.36506 -1.05226
```

Population analysis type Löwdin, resulting atomic charges in e: N -0.66; P 0.34; P 0.38; I 0.63; H -0.11; H -0.18; H -0.18; H -0.22

=====

No. 5
Here is C22H31AgGeN7O2 as an isolated structure at a distorted geometry from the Open Molecules 2025 dataset. Energies are from ωB97M-V/def2-TZVPD.

Output
Net charge = +1
Strongest force on any atom = 3.3 eV/Å
E_LUMO = -2.487 eV
Energy above the lowest of the compared OMol25 structures with the same formula, charge and spin = 40.9 kJ/mol
E = -98352.124 eV

```
64
C22H31AgGeN7O2 ωB97M-V/def2-TZVPD
Ag 0.12505 -1.49052 -1.13425
O 2.05863 1.46251 3.05149
C 1.85596 0.63030 2.19248
N 0.55302 0.07387 2.09074
C 0.54274 -1.30834 2.01608
O 1.49361 -2.09227 2.17063
C -0.79314 -1.91951 1.69737
C -1.75948 -1.99336 2.71349
C -2.84274 -2.80643 2.48777
C -2.93445 -3.49751 1.30668
C -2.09784 -3.15084 0.25104
N -1.03601 -2.37620 0.43935
C 2.86415 0.16866 1.26166
C 4.15734 0.22026 1.70947
C 5.19700 -0.08959 0.76552
C 4.79032 -0.51008 -0.46018
C 3.46045 -0.73332 -0.68287
N 2.46609 -0.43325 0.14036
H -1.56435 -1.57265 3.67799
H -3.57630 -2.96574 3.22720
H -3.76145 -4.26167 1.30316
H -2.20655 -3.54532 -0.74987
H 4.30288 0.48118 2.78227
H 6.24153 0.09452 1.10508
H 5.51995 -0.81455 -1.16122
H 3.17978 -1.11972 -1.65691
C 1.15226 5.10078 -0.33765
C -0.06552 5.29988 0.54165
C -0.85413 4.02470 0.80681
C 0.03800 3.03576 1.60337
Ge -0.81173 1.30737 2.01142
C -2.09910 0.90853 0.53792
C -3.47491 1.41892 0.93539
C -4.74325 0.77444 0.25592
C -5.06072 -0.54993 0.92315
H 1.79852 5.95629 -0.24837
H 0.80695 5.03495 -1.39150
H 1.69408 4.16490 -0.15265
H -0.71921 6.02464 0.03361
H 0.16677 5.61118 1.53869
H -1.15879 3.46444 -0.06826
H -1.79292 4.29563 1.23987
H 0.31841 3.43283 2.51022
H 0.95876 2.89656 1.04649
H -1.51915 1.33854 3.42914
H -2.22156 -0.16332 0.40537
H -1.81436 1.27347 -0.44841
H -3.51531 2.49664 0.74482
H -3.59534 1.21418 2.02056
H -4.52650 0.63277 -0.84377
H -5.56427 1.57799 0.34362
H -5.19594 -0.40062 1.99865
H -4.22779 -1.21830 0.97563
H -6.01599 -1.05800 0.59583
N 3.21939 -4.28192 -4.47787
C 2.72083 -3.48519 -5.47270
N 2.86495 -3.77440 -6.73628
N 1.92621 -2.46607 -5.19436
C 1.55564 -2.02179 -4.03414
N 1.17285 -1.45512 -3.07423
H 3.54794 -5.21507 -4.58504
H 2.86024 -4.06596 -3.54177
H 3.45283 -4.54205 -7.05289
H 2.48565 -3.03809 -7.38278
```

Population analysis type Löwdin, resulting atomic charges in e: Ag 0.76; O 0.12; C -0.43; N -0.03; C -0.44; O 0.10; C -0.22; C 0.01; C -0.06; C -0.05; C -0.12; N -0.02; C -0.25; C 0.04; C -0.01; C -0.06; C -0.14; N 0.11; H 0.13; H 0.11; H 0.14; H 0.11; H 0.14; H 0.13; H 0.10; H 0.07; C -0.10; C -0.26; C -0.27; C -0.28; Ge 0.99; C -0.30; C -0.30; C -0.24; C -0.13; H 0.07; H 0.09; H 0.06; H 0.12; H 0.10; H 0.09; H 0.09; H 0.04; H 0.05; H 0.02; H 0.02; H 0.07; H 0.10; H 0.09; H 0.12; H 0.13; H 0.07; H 0.02; H 0.10; N 0.18; C -0.50; N 0.19; N 0.11; C -0.33; N 0.04; H 0.11; H 0.11; H 0.14; H 0.16